1.
C18H14Br2N2O2Rb | ωB97M-V/def2-TZVPD

Results
* E_HOMO: -3.33 eV
* gap between HOMO and LUMO: 5.28 eV
* energy relative to the best compared isomer or geometry (same formula, charge and spin): 0.878 eV
* F_max: 2.25 eV Å⁻¹
* calculated total energy: -166709.6469 eV
* total charge: -1

XYZ file:
```
39
Properties=species:S:1:pos:R:3:nbo_charge:R:1
Rb -0.1271 -0.4274 -0.7536 0.918
C -2.7820 4.7126 2.2317 -0.630
C -1.9006 3.5375 2.5130 -0.055
C -1.3663 3.3120 3.7845 -0.161
C -0.5018 2.2381 3.9733 -0.274
C -0.2290 1.4451 2.8789 0.146
Br 1.0092 0.0089 3.0512 0.059
N -0.7512 1.6053 1.6744 -0.434
C -1.5717 2.6442 1.5059 0.047
H -2.9219 5.3098 3.1284 0.211
H -3.7554 4.3867 1.8702 0.225
H -2.3323 5.3379 1.4621 0.226
H -1.6115 3.9646 4.6092 0.213
H -0.0556 2.0370 4.9344 0.232
H -1.9682 2.7521 0.5041 0.206
O 0.6244 0.6231 -4.7612 -0.721
C 0.7066 0.7515 -3.5378 0.730
O -0.1980 0.9425 -2.7082 -0.811
C 2.1563 0.7271 -2.9629 0.113
C 3.1977 1.0875 -3.8188 -0.229
C 4.4810 1.1774 -3.3190 -0.184
C 4.6891 0.8809 -1.9784 -0.279
C 3.6020 0.4829 -1.2186 0.030
N 2.3629 0.4143 -1.6858 -0.465
H 2.9523 1.2854 -4.8523 0.245
H 5.3122 1.4705 -3.9489 0.204
H 5.6720 0.9557 -1.5339 0.207
H 3.7318 0.2078 -0.1739 0.183
Br -2.7847 -7.6940 -0.2035 -0.063
C -2.0645 -5.8923 -0.1223 -0.073
C -1.3751 -5.4882 0.9982 -0.292
C -0.8772 -4.1904 1.0338 -0.274
C -1.0328 -3.2644 -0.0056 -0.424
C -1.7427 -3.7530 -1.1104 -0.282
C -2.2590 -5.0423 -1.1873 -0.287
H -1.2287 -6.1686 1.8285 0.199
H -0.3423 -3.8989 1.9323 0.171
H -1.9158 -3.1064 -1.9685 0.171
H -2.8021 -5.3723 -2.0635 0.202
```


2.
C2H4N2O | ωB97M-V/def2-TZVPD

Results
* E_HOMO: -8.27 eV
* gap between HOMO and LUMO: 8.92 eV
* energy relative to the best compared isomer or geometry (same formula, charge and spin): 4.286 eV
* F_max: 5.60 eV Å⁻¹
* SMILES string: Oc1c[nH][nH]1
* calculated total energy: -7162.1939 eV

XYZ file:
```
9
Properties=species:S:1:pos:R:3:nbo_charge:R:1
O 0.2728 0.4479 2.0821 -0.659
C 0.1538 0.3860 0.7639 0.376
C 0.8487 0.3252 -0.4109 -0.170
N -0.2523 -0.0844 -1.2687 -0.477
N -1.1069 -0.4680 -0.0601 -0.498
H 1.0566 -0.0235 2.3210 0.494
H 1.8943 0.7843 -0.6282 0.220
H -0.2294 -0.8466 -1.9286 0.373
H -1.9647 0.0030 -0.0118 0.342
```


3.
C50H100NO29 | ωB97M-V/def2-TZVPD

Results
* 2S+1: 2
* E_HOMO (alpha / beta): -8.19 / -9.30 eV
* gap between HOMO and LUMO (alpha / beta): 8.55 / 9.64 eV
* F_max: 1.31 eV Å⁻¹
* calculated total energy: -114338.6821 eV

XYZ file:
```
180
Properties=species:S:1:pos:R:3:mulliken_spin:R:1
C 11.7358 -5.4516 -1.4933 0.000
C 11.1477 -4.0736 -1.7811 0.000
C 9.7105 -3.9956 -1.3017 0.000
C 9.1012 -2.6114 -1.4721 0.000
C 7.7935 -2.4100 -0.6967 0.000
C 6.5143 -2.5517 -1.5496 0.000
C 5.5417 -1.3877 -1.3413 0.000
C 4.1084 -1.7873 -1.7353 0.000
C 3.0525 -1.1226 -0.8658 0.000
C 1.6573 -1.4958 -1.3328 0.000
C 0.5908 -1.5015 -0.2370 0.000
C -0.7654 -1.7429 -0.8685 0.000
C -1.8700 -2.1474 0.1253 0.003
C -3.2351 -1.5715 -0.2558 -0.011
C -4.0938 -2.5017 -1.1372 -0.047
O -3.3334 -2.8601 -2.2922 0.001
C -5.3169 -1.6984 -1.5581 0.051
C -6.5077 -2.4811 -2.1221 0.006
C -7.7380 -1.5746 -2.0420 -0.002
C -6.3006 -2.7975 -3.6053 0.020
N -6.8031 -3.6998 -1.3057 0.393
O -7.5580 -3.4688 -0.2972 0.542
C -5.6263 -4.5448 -0.9725 0.005
C -6.0586 -5.5953 0.0509 -0.010
C -5.1217 -5.3382 -2.1762 0.012
C -4.5381 -3.7077 -0.3126 0.056
H 11.0818 -6.2118 -1.9112 0.000
H 12.7159 -5.5812 -1.9366 0.000
H 11.8088 -5.5953 -0.4206 0.000
H 11.7314 -3.3247 -1.2513 0.000
H 11.1875 -3.8785 -2.8491 0.000
H 9.6717 -4.2644 -0.2480 0.000
H 9.1102 -4.7184 -1.8531 0.000
H 8.9169 -2.4358 -2.5287 0.000
H 9.8259 -1.8694 -1.1444 0.000
H 7.7904 -1.3995 -0.3024 0.000
H 7.7269 -3.1076 0.1327 0.000
H 6.7971 -2.5856 -2.5981 0.000
H 6.0144 -3.4829 -1.3062 0.000
H 5.5622 -1.0835 -0.3008 0.000
H 5.8506 -0.5750 -1.9867 0.000
H 3.9336 -1.4726 -2.7600 0.000
H 3.9873 -2.8630 -1.6583 0.000
H 3.1700 -1.4336 0.1685 0.000
H 3.1678 -0.0427 -0.9339 0.000
H 1.3225 -0.8389 -2.1326 0.000
H 1.6712 -2.4982 -1.7589 0.000
H 0.8249 -2.3070 0.4545 0.000
H 0.5946 -0.5449 0.2821 0.000
H -1.1013 -0.8641 -1.4105 0.000
H -0.6311 -2.5439 -1.5914 0.000
H -1.8994 -3.2332 0.1408 0.004
H -1.6213 -1.8388 1.1374 0.000
H -3.8089 -1.4170 0.6552 -0.002
H -3.1270 -0.6308 -0.7882 -0.001
H -2.8569 -3.6717 -2.0990 0.000
H -5.0029 -1.0012 -2.3322 -0.008
H -5.6402 -1.0999 -0.7140 0.010
H -7.6572 -0.8047 -2.8017 0.000
H -7.7971 -1.0690 -1.0888 0.004
H -8.6484 -2.1350 -2.2113 -0.004
H -7.0480 -3.4927 -3.9693 -0.016
H -5.2967 -3.1195 -3.8394 0.001
H -6.4554 -1.8735 -4.1502 0.001
H -6.1835 -5.1764 1.0381 0.007
H -5.2585 -6.3272 0.1045 0.001
H -6.9400 -6.1275 -0.2875 -0.009
H -4.2725 -5.9201 -1.8287 0.001
H -5.8771 -6.0462 -2.4973 -0.011
H -4.7649 -4.7239 -2.9852 0.002
H -3.6999 -4.3629 -0.0888 -0.009
H -4.9225 -3.3238 0.6262 0.007
C -1.6057 1.3872 2.5702 0.000
O -1.0161 0.3776 3.3980 0.000
C -0.2584 0.8596 4.3907 0.000
O -0.0653 2.0231 4.6280 0.000
O 0.2321 -0.1697 5.0808 0.000
C 1.0127 0.2130 6.2216 0.000
H -2.2004 0.8761 1.8177 0.000
H -2.2605 2.0305 3.1557 0.000
H -0.8376 1.9811 2.0779 0.000
H 0.3907 0.7560 6.9301 0.000
H 1.8697 0.8204 5.9358 0.000
H 1.3639 -0.7061 6.6803 0.000
C -4.1306 0.3639 5.4904 0.000
O -5.5515 0.2723 5.6071 0.000
C -6.1983 1.1007 4.7920 0.000
O -5.6819 1.8321 3.9849 0.000
O -7.5040 0.9868 5.0202 0.000
C -8.3205 1.8313 4.2054 0.000
H -3.7066 -0.3510 6.1894 0.000
H -3.8111 0.1067 4.4818 0.000
H -3.7885 1.3641 5.7541 0.000
H -8.1886 1.5929 3.1520 0.000
H -8.0851 2.8787 4.3826 0.000
H -9.3466 1.6326 4.4988 0.000
C -3.3453 4.7439 4.4790 0.000
O -3.7655 5.7956 5.3570 0.000
C -4.2241 5.3713 6.5315 0.000
O -4.3056 4.2251 6.8905 0.000
O -4.5697 6.4406 7.2505 0.000
C -5.0798 6.1349 8.5511 0.000
H -2.9958 5.2208 3.5681 0.000
H -2.5278 4.1788 4.9248 0.000
H -4.1776 4.0806 4.2480 0.000
H -4.3312 5.6145 9.1449 0.000
H -5.9811 5.5301 8.4771 0.000
H -5.3160 7.0880 9.0141 0.000
C -5.8728 -6.1598 4.6996 0.000
O -4.4963 -6.3319 5.0529 0.000
C -3.6443 -6.0951 4.0595 0.000
O -3.9418 -5.7639 2.9406 0.000
O -2.4066 -6.2848 4.5134 0.000
C -1.3825 -6.0563 3.5425 0.000
H -6.4439 -6.3838 5.5950 0.000
H -6.0646 -5.1344 4.3904 0.000
H -6.1537 -6.8468 3.9041 0.000
H -1.4085 -5.0261 3.1917 0.000
H -1.4913 -6.7390 2.7020 0.000
H -0.4404 -6.2460 4.0472 0.000
C 7.9606 0.9989 -3.2800 0.000
O 7.2785 1.6328 -4.3662 0.000
C 7.2491 2.9620 -4.2954 0.000
O 7.7372 3.6355 -3.4270 0.000
O 6.5807 3.4199 -5.3558 0.000
C 6.4724 4.8448 -5.4077 0.000
H 7.9081 -0.0712 -3.4606 0.000
H 9.0051 1.3022 -3.2471 0.000
H 7.4710 1.2279 -2.3356 0.000
H 7.4574 5.3032 -5.4628 0.000
H 5.9361 5.2212 -4.5390 0.000
H 5.9131 5.0725 -6.3102 0.000
C 0.9779 9.1022 1.8360 0.000
O 0.4751 8.0498 2.6616 0.000
C -0.1996 8.4703 3.7332 0.000
O -0.4007 9.6187 4.0307 0.000
O -0.6089 7.4015 4.4112 0.000
C -1.3576 7.7018 5.5946 0.000
H 1.4975 8.6190 1.0142 0.000
H 0.1625 9.7091 1.4475 0.000
H 1.6736 9.7276 2.3915 0.000
H -2.2659 8.2446 5.3475 0.000
H -0.7523 8.2745 6.2954 0.000
H -1.6198 6.7516 6.0399 0.000
C 2.3301 2.5765 -6.2199 0.000
O 1.5836 1.6168 -5.4674 0.000
C 0.2642 1.6741 -5.6505 0.000
O -0.3175 2.4404 -6.3740 0.000
O -0.2993 0.7337 -4.8980 0.000
C -1.7251 0.6722 -4.9860 0.000
H 3.3741 2.4103 -5.9710 0.000
H 2.1816 2.4276 -7.2878 0.000
H 2.0429 3.5890 -5.9429 0.000
H -2.0510 0.4456 -5.9993 0.000
H -2.1677 1.6104 -4.6564 0.000
H -2.0392 -0.1257 -4.3183 0.000
C -0.5435 1.6271 -9.4135 0.000
O -1.9695 1.5967 -9.3190 0.000
C -2.5909 2.4419 -10.1363 0.000
O -2.0629 3.1924 -10.9150 0.000
O -3.9052 2.3141 -9.9465 0.000
C -4.7013 3.1714 -10.7670 0.000
H -0.1777 0.8993 -8.6965 0.000
H -0.2197 1.3441 -10.4137 0.000
H -0.1614 2.6102 -9.1518 0.000
H -4.5367 2.9567 -11.8209 0.000
H -4.4773 4.2162 -10.5618 0.000
H -5.7349 2.9618 -10.5087 0.000
C 8.3491 -0.2140 5.1050 0.000
O 6.9318 -0.4092 5.0696 0.000
C 6.2838 0.4024 4.2345 0.000
O 6.7846 1.2487 3.5403 0.000
O 4.9822 0.1309 4.3191 0.000
C 4.1519 0.9453 3.4842 0.000
H 8.7347 -0.9355 5.8190 0.000
H 8.7871 -0.3967 4.1273 0.000
H 8.5893 0.7940 5.4372 0.000
H 4.3968 0.8101 2.4356 0.000
H 4.2487 1.9951 3.7550 0.000
H 3.1278 0.6254 3.6589 0.000
```


4.
C15H6Cl2N4O2 | ωB97M-V/def2-TZVPD

Results
* E_HOMO: -7.42 eV
* gap between HOMO and LUMO: 4.15 eV
* energy relative to the best compared isomer or geometry (same formula, charge and spin): 2.024 eV
* F_max: 3.03 eV Å⁻¹
* calculated total energy: -50748.1138 eV

XYZ file:
```
29
Properties=species:S:1:pos:R:3:nbo_charge:R:1
N -2.5222 -2.2177 2.5475 -0.174
C -1.5266 -1.6059 2.5231 0.227
C -0.3046 -0.8732 2.5030 -0.111
C -0.3033 0.4919 2.4901 -0.109
C -1.5190 1.2304 2.5333 0.234
N -2.5119 1.8480 2.5772 -0.183
C 0.9421 1.2807 2.4879 0.484
O 0.9117 2.5087 2.4634 -0.429
C 2.2139 0.4907 2.5028 -0.122
Cl 3.6559 1.3953 2.5101 0.115
C 2.2136 -0.8747 2.5053 -0.121
Cl 3.6534 -1.7815 2.5189 0.117
C 0.9402 -1.6651 2.5014 0.492
O 0.9112 -2.8920 2.4986 -0.425
C -1.7864 1.1348 -1.1951 -0.338
C -2.8776 0.4270 -0.7576 0.198
N -3.8573 -0.0860 -0.3539 -0.345
N -0.8186 0.5591 -1.9824 -0.207
C 0.2508 1.3226 -2.4146 -0.026
C 1.2318 0.7687 -3.2086 -0.199
C 1.1654 -0.5764 -3.5858 -0.248
C 0.0868 -1.3363 -3.1369 -0.192
C -0.8943 -0.7763 -2.3349 -0.039
H -1.7015 2.1950 -0.9759 0.232
H 0.2318 2.3616 -2.0922 0.223
H 2.0487 1.4117 -3.5312 0.234
H 1.9366 -1.0146 -4.2175 0.229
H -0.0203 -2.3850 -3.4036 0.236
H -1.7501 -1.3415 -1.9724 0.247
```


5.
C35H37N4O3OsPS2 | ωB97M-V/def2-TZVPD

Results
* E_HOMO: -6.88 eV
* gap between HOMO and LUMO: 7.34 eV
* energy relative to the best compared isomer or geometry (same formula, charge and spin): 0.110 eV
* F_max: 0.76 eV Å⁻¹
* calculated total energy: -82426.7742 eV

XYZ file:
```
83
Properties=species:S:1:pos:R:3:mulliken_charge:R:1
Os -0.1526 -1.3459 0.0510 1.484
C 1.6550 -0.7636 -1.0783 0.352
C 2.0130 -1.6337 -0.2646 0.094
C 2.8863 -2.5488 0.4357 -0.041
C 3.5889 -2.1197 1.5626 -0.107
C 4.3907 -3.0071 2.2620 -0.822
C 4.5006 -4.3287 1.8483 -0.469
C 3.8036 -4.7594 0.7280 -0.894
C 2.9961 -3.8783 0.0257 -0.106
H 3.4777 -1.0956 1.8954 0.409
H 4.9338 -2.6637 3.1336 0.474
H 5.1304 -5.0186 2.3953 0.425
H 3.8861 -5.7877 0.3997 0.411
H 2.4384 -4.2108 -0.8411 0.416
S -3.6243 1.2153 0.3337 -0.539
P -1.8684 2.1364 0.4537 1.043
S -0.1531 1.0457 0.6688 -0.536
C -1.8179 3.2799 1.8779 0.515
C -2.9415 3.4676 2.6712 -0.484
C -2.9037 4.3623 3.7339 -0.597
C -1.7463 5.0747 4.0017 -0.501
C -0.6207 4.8917 3.2071 -0.689
C -0.6548 3.9988 2.1500 -0.355
C -1.7120 3.2955 -0.9585 0.489
C -0.4735 3.6163 -1.4978 -0.244
C -0.3768 4.5269 -2.5420 -0.598
C -1.5185 5.1332 -3.0424 -0.514
C -2.7592 4.8240 -2.4992 -0.666
C -2.8578 3.9078 -1.4640 -0.629
H -3.8413 2.9057 2.4555 0.342
H -3.7820 4.4999 4.3515 0.401
H -1.7169 5.7720 4.8293 0.369
H 0.2867 5.4436 3.4157 0.395
H 0.2279 3.8480 1.5409 0.347
H 0.4125 3.1337 -1.1076 0.285
H 0.5925 4.7544 -2.9668 0.441
H -1.4447 5.8434 -3.8562 0.396
H -3.6536 5.2944 -2.8875 0.410
H -3.8257 3.6490 -1.0542 0.389
N -2.2579 -1.1985 2.2462 -0.686
N -2.1424 -1.4624 0.8293 -0.460
H -3.1442 -0.7189 2.3884 0.397
H -1.5344 -0.5101 2.4472 0.100
H -2.6781 -0.7555 0.3200 -0.157
H -2.5840 -2.3621 0.6624 0.376
C 2.3978 1.6801 -4.4584 -0.579
C 2.6788 2.1511 -3.1842 -0.756
C 2.4204 1.3631 -2.0729 -0.019
C 1.8835 0.0864 -2.2278 0.075
C 1.6227 -0.3914 -3.5134 -0.174
C 1.8730 0.4039 -4.6197 -0.822
H 2.5968 2.2992 -5.3237 0.421
H 3.1028 3.1388 -3.0520 0.472
H 2.6317 1.7261 -1.0751 0.504
H 1.2258 -1.3915 -3.6301 0.489
H 1.6682 0.0236 -5.6129 0.450
C 1.5079 -3.0641 5.1857 -0.946
N 0.9615 -3.2647 3.8516 0.276
C 0.6675 -4.5004 3.3809 0.099
C 0.2033 -4.7145 2.1299 -1.319
C 0.0688 -3.5547 1.3188 1.002
O -0.2867 -3.5107 0.0963 -0.828
N 0.3396 -2.3372 1.8064 -0.039
C 0.7944 -2.1069 3.0692 -0.103
O 1.0608 -1.0146 3.5253 -0.703
H 1.4943 -4.0133 5.7160 0.317
H 0.9119 -2.3294 5.7216 0.307
H 2.5296 -2.6918 5.1203 0.279
H 0.8351 -5.3127 4.0755 0.352
H -0.0184 -5.6991 1.7536 0.524
C -1.9168 -1.7883 -3.9264 -0.730
C -1.9429 -0.2471 -3.9699 -0.917
C -1.5193 0.1873 -2.5615 0.077
O -1.0704 -1.0249 -1.9140 0.168
C -1.8648 -2.0968 -2.4400 -0.765
H -1.0183 -2.1725 -4.4092 0.220
H -2.7810 -2.2403 -4.4107 0.468
H -2.9409 0.1276 -4.1933 0.460
H -1.2621 0.1407 -4.7250 0.267
H -2.3568 0.5929 -1.9930 0.287
H -0.6920 0.8869 -2.5389 -0.158
H -2.8638 -2.0613 -1.9879 0.388
H -1.3757 -3.0301 -2.1726 0.290
```